# 1
Here is a 3-piece molecular cluster, C16H38Cl2N2O3P overall in a non-equilibrium geometry from OMol25. Energies are from ωB97M-V/def2-TZVPD.

Properties
* frontier orbital gap: 6.104 eV
* HOMO: -3.5687 eV
* multiplicity: 1
* charge: -1

Each line ends with the Löwdin charge.
CARTESIAN COORDINATES (ANGSTROEM)
1 C 0.51687 -1.08459 1.08809  -0.12
2 C 1.25287 -0.71917 2.38403  -0.76
3 Cl 0.14429 -0.94038 3.77675  0.55
4 C 1.88981 0.69291 2.30897  -0.81
5 Cl 0.62692 1.93842 2.79343  0.52
6 C 3.13317 0.85935 3.11948  -0.33
7 P 4.52658 0.25649 2.31336  0.32
8 O 5.75011 0.23813 3.09450  -0.32
9 O 4.33847 -1.24716 1.67084  -0.19
10 O 4.75255 1.19750 1.00264  -0.18
11 H 1.19388 -1.65634 0.46244  0.06
12 H -0.36715 -1.65597 1.31519  0.05
13 H 0.26572 -0.18407 0.54765  0.06
14 H 2.04201 -1.42311 2.55666  0.06
15 H 2.06327 0.90602 1.26109  0.06
16 H 2.99555 0.28119 4.02380  0.04
17 H 3.71380 -1.21672 0.92661  0.03
18 H 3.88079 1.57764 0.79541  0.05
19 C -2.39084 2.00422 0.66598  -0.10
20 C -2.88837 2.98937 1.70777  -0.27
21 N -3.49161 4.18267 1.13626  -0.20
22 C -3.70811 5.23714 2.10625  -0.25
23 C -4.70666 4.98407 3.24429  -0.09
24 C -4.56949 3.95258 0.19652  -0.25
25 C -5.79587 3.16358 0.68072  -0.09
26 H -1.69162 2.48404 -0.01963  0.08
27 H -1.86797 1.18820 1.16307  0.05
28 H -3.20554 1.56743 0.08373  0.06
29 H -2.03089 3.30098 2.30740  0.09
30 H -3.57162 2.46251 2.39376  0.10
31 H -4.00501 6.14289 1.56861  0.11
32 H -2.73668 5.46974 2.55206  0.11
33 H -5.73968 5.03110 2.90054  0.05
34 H -4.58978 5.75300 4.01099  0.07
35 H -4.54455 4.01893 3.72363  0.07
36 H -4.15400 3.43234 -0.66973  0.10
37 H -4.89592 4.92157 -0.19126  0.11
38 H -5.51340 2.28578 1.26239  0.07
39 H -6.37083 2.81374 -0.17983  0.07
40 H -6.46583 3.77412 1.28473  0.05
41 C 3.72815 -3.75765 -1.19281  -0.07
42 C 2.34485 -4.00093 -1.77447  -0.28
43 N 1.89822 -2.93447 -2.65018  -0.20
44 C 0.48891 -3.01235 -2.98072  -0.25
45 C 0.00099 -4.21367 -3.80228  -0.09
46 C 2.79222 -2.60278 -3.74275  -0.25
47 C 3.15720 -3.71334 -4.73939  -0.08
48 H 3.76711 -2.79866 -0.67848  0.06
49 H 3.96494 -4.53597 -0.46779  0.08
50 H 4.50971 -3.77439 -1.95262  0.07
51 H 1.63506 -4.06666 -0.94551  0.11
52 H 2.33536 -4.98706 -2.26888  0.10
53 H 0.20684 -2.09088 -3.49714  0.11
54 H -0.06573 -2.99618 -2.03743  0.11
55 H 0.28622 -4.13527 -4.85072  0.05
56 H -1.08959 -4.25890 -3.77048  0.07
57 H 0.37794 -5.15888 -3.41119  0.06
58 H 3.71822 -2.21493 -3.31318  0.10
59 H 2.36414 -1.75729 -4.28649  0.11
60 H 3.39267 -4.65303 -4.23845  0.06
61 H 4.04045 -3.41783 -5.30922  0.07
62 H 2.36090 -3.89907 -5.45904  0.05


# 2
Here is C16H38GeIrN3O7S4 as an isolated structure in a non-equilibrium geometry from OMol25. Energies are from ωB97M-V/def2-TZVPD.

Properties
* frontier orbital gap: 4.136 eV
* HOMO: -13.5062 eV
* energy relative to the best compared isomer or geometry (same formula, charge and spin): 392.8 kJ/mol
* multiplicity: 1
* charge: +2

Each line ends with the Löwdin charge.
CARTESIAN COORDINATES (ANGSTROEM)
1 Ir -1.24493 0.84529 -0.50479  1.23
2 C -3.42727 -0.66385 1.03156  -0.03
3 C -2.12920 -1.09398 1.71827  -0.67
4 C -2.21387 -0.76808 3.21502  -0.08
5 C -1.91524 -2.60365 1.57499  -0.03
6 O -1.01003 -0.41029 1.12237  -0.47
7 Ge 0.31615 0.78387 2.33982  1.16
8 O 1.78720 0.42376 1.45007  -0.40
9 C 3.17969 0.22410 1.73683  -0.69
10 C 3.72789 1.42763 2.49823  -0.03
11 C 3.34143 -1.04314 2.57768  -0.03
12 C 3.88948 0.06208 0.39356  -0.04
13 O -0.54771 2.12352 0.87120  -0.52
14 C -0.27937 3.52752 0.80267  -0.68
15 C 0.26391 3.97486 2.15984  -0.05
16 C 0.76463 3.82398 -0.27530  -0.03
17 C -1.60489 4.24936 0.52098  -0.02
18 H -4.29466 -0.95789 1.61901  0.11
19 H -3.51191 -1.12639 0.05313  0.05
20 H -3.44762 0.43476 0.92244  0.09
21 H -3.04241 -1.30979 3.66605  0.10
22 H -2.37825 0.30085 3.36395  0.08
23 H -1.29215 -1.07008 3.71531  0.06
24 H -2.77079 -3.13245 1.99413  0.11
25 H -1.01450 -2.90848 2.11059  0.08
26 H -1.83432 -2.87240 0.52831  0.04
27 H 3.17546 1.55033 3.43213  0.08
28 H 3.62296 2.33997 1.91008  0.08
29 H 4.78197 1.27805 2.72513  0.10
30 H 2.82645 -0.91764 3.53159  0.09
31 H 4.39202 -1.25492 2.76704  0.10
32 H 2.90306 -1.89395 2.05527  0.07
33 H 3.78700 0.97125 -0.19857  0.07
34 H 3.44688 -0.76757 -0.15720  0.06
35 H 4.94710 -0.14170 0.55182  0.10
36 H 1.24518 3.53021 2.34441  0.07
37 H -0.41890 3.66845 2.95338  0.09
38 H 0.36203 5.05874 2.18426  0.11
39 H 1.67387 3.26007 -0.06407  0.08
40 H 1.00642 4.88572 -0.27596  0.10
41 H 0.40554 3.54190 -1.26612  0.05
42 H -2.20234 4.30468 1.42970  0.10
43 H -2.18097 3.69510 -0.22397  0.05
44 H -1.42101 5.26105 0.16297  0.10
45 N -1.51421 2.15172 -2.37372  -0.02
46 N -0.52711 1.94278 -3.33984  -0.02
47 C 0.57980 1.22387 -3.10478  -0.75
48 N 1.42859 1.04989 -4.11508  0.15
49 S 0.96417 0.58883 -1.58979  0.87
50 H -2.39015 1.72259 -2.67252  0.11
51 H -1.65434 3.15103 -2.24035  0.12
52 H -0.69702 2.29621 -4.27173  0.18
53 H 1.28856 1.42410 -5.04038  0.14
54 H 2.28133 0.54376 -3.93821  0.12
55 C 0.66242 -6.41715 -0.25975  0.00
56 O 0.72862 -5.80275 -1.56319  -0.08
57 C 0.91947 -4.53472 -1.65208  -1.27
58 S 1.13937 -3.71222 -3.08411  1.08
59 S 1.02706 -3.38079 -0.47365  1.02
60 H 0.85185 -7.47288 -0.42080  0.12
61 H -0.33052 -6.27506 0.16439  0.11
62 H 1.41601 -5.98789 0.40460  0.10
63 C -2.45294 -1.59869 -4.07923  -0.10
64 S -2.02468 -1.74512 -2.35729  0.46
65 O -2.88193 -2.69697 -1.72899  -0.27
66 O -0.59633 -2.04432 -2.26636  -0.58
67 O -2.27274 -0.31579 -1.87134  -0.54
68 H -2.56877 -2.59843 -4.48778  0.08
69 H -1.64910 -1.06933 -4.58287  0.06
70 H -3.39137 -1.05353 -4.12295  0.08


# 3
Here is a 10-piece molecular cluster, C16H39N7O23 overall in a non-equilibrium geometry from OMol25. Energies are from ωB97M-V/def2-TZVPD.

Properties
* frontier orbital gap: 10.956 eV
* HOMO: -10.8977 eV
* energy relative to the best compared isomer or geometry (same formula, charge and spin): 0.0 kJ/mol
* multiplicity: 1
* structure (SMILES): C[N+](=O)[O-].C[N+](=O)[O-].C[N+](=O)[O-].C[N+](=O)[O-].C[N+](=O)[O-].C[N+](=O)[O-].C[N+](=O)[O-].COC(=O)OC.COC(=O)OC.COC(=O)OC

Each line ends with the Löwdin charge.
CARTESIAN COORDINATES (ANGSTROEM)
1 C -2.28086 -2.88763 -1.96107  0.05
2 N -1.56220 -2.38495 -0.77549  -0.40
3 O -1.98522 -1.37080 -0.26694  0.08
4 O -0.51726 -2.92988 -0.47060  0.05
5 H -2.16011 -3.96502 -2.01310  0.10
6 H -1.82210 -2.43714 -2.83720  0.09
7 H -3.32212 -2.59918 -1.87668  0.10
8 C -4.70785 1.23831 0.18569  0.03
9 N -6.09756 0.83906 -0.13799  -0.45
10 O -6.99585 1.35162 0.49866  0.06
11 O -6.24133 0.01737 -1.01762  0.07
12 H -4.09746 0.86254 -0.63528  0.08
13 H -4.38915 0.78345 1.11415  0.11
14 H -4.60893 2.31879 0.18060  0.08
15 C -1.48076 2.66775 -2.42273  0.07
16 N -1.24863 1.48327 -3.29295  -0.43
17 O -1.67384 0.42967 -2.86607  0.06
18 O -0.66456 1.62949 -4.34938  0.06
19 H -2.34811 2.41148 -1.82980  0.08
20 H -1.49705 3.55997 -3.03209  0.10
21 H -0.62636 2.68909 -1.74200  0.10
22 C 4.75830 -1.49761 0.81222  0.03
23 N 4.70907 -0.13070 1.33948  -0.44
24 O 4.95118 0.76643 0.55978  0.07
25 O 4.39121 0.00467 2.50201  0.06
26 H 5.78818 -1.82387 0.66622  0.11
27 H 4.23639 -1.55806 -0.13386  0.09
28 H 4.34684 -2.18273 1.54465  0.07
29 C 1.69813 -4.52865 -1.94008  0.04
30 N 1.39338 -4.17436 -3.35373  -0.44
31 O 1.96954 -4.77825 -4.23669  0.07
32 O 0.57509 -3.29083 -3.52953  0.05
33 H 0.78194 -4.90371 -1.50247  0.09
34 H 2.04726 -3.61457 -1.47159  0.09
35 H 2.49624 -5.25987 -1.91103  0.09
36 C 1.81390 2.09971 3.97925  0.06
37 N 1.90683 2.89026 2.71781  -0.43
38 O 3.00796 3.11520 2.28416  0.09
39 O 0.87271 3.31249 2.22925  0.04
40 H 2.54490 1.29998 3.94562  0.09
41 H 0.79107 1.75434 4.07352  0.09
42 H 2.06253 2.77447 4.79574  0.10
43 C 2.38422 2.31140 -5.97249  0.05
44 N 2.49046 1.90119 -4.55309  -0.45
45 O 2.82019 2.74118 -3.74296  0.07
46 O 2.26443 0.73765 -4.29014  0.05
47 H 1.33176 2.32758 -6.23173  0.09
48 H 2.95839 1.61364 -6.57275  0.10
49 H 2.84601 3.28938 -6.06443  0.10
50 C -1.95524 4.62003 3.34829  -0.02
51 O -3.16488 5.38425 3.27553  0.02
52 C -4.13830 4.91821 2.52251  -0.62
53 O -4.09127 3.97139 1.77318  0.10
54 O -5.20324 5.69036 2.69512  0.01
55 C -6.41620 5.18912 2.13044  -0.03
56 H -1.60087 4.33985 2.35831  0.07
57 H -2.16758 3.69485 3.88851  0.10
58 H -1.23143 5.22986 3.86979  0.10
59 H -6.68981 4.23550 2.59275  0.10
60 H -6.31484 4.97772 1.06644  0.09
61 H -7.17155 5.93369 2.34244  0.09
62 C 4.04352 -7.40557 1.39971  -0.05
63 O 3.00164 -6.66525 2.00600  0.01
64 C 2.87634 -5.40556 1.58298  -0.62
65 O 3.59059 -4.87386 0.76152  0.10
66 O 1.84108 -4.86322 2.19649  0.02
67 C 1.64314 -3.46234 1.93036  -0.03
68 H 3.80631 -7.68730 0.37289  0.10
69 H 4.23308 -8.27561 2.01710  0.09
70 H 4.97200 -6.82643 1.33919  0.10
71 H 2.49991 -2.87972 2.24735  0.08
72 H 0.75536 -3.15932 2.47032  0.10
73 H 1.45336 -3.33434 0.87010  0.06
74 C 1.41298 0.06733 -1.15434  -0.01
75 O 0.47444 0.59300 -0.22917  -0.03
76 C 0.50741 0.19434 1.04548  -0.61
77 O 1.34391 -0.48913 1.55906  0.13
78 O -0.57263 0.60996 1.69509  0.01
79 C -1.47409 1.53893 1.11571  -0.06
80 H 1.64508 0.86770 -1.85520  0.07
81 H 0.91396 -0.70923 -1.73917  0.09
82 H 2.33871 -0.30191 -0.72545  0.08
83 H -0.92697 2.41971 0.76995  0.08
84 H -2.21541 1.86226 1.83736  0.09
85 H -1.92932 1.09716 0.22810  0.06